No. 1
{"formula": "C26H26N4O4RuS2", "method": "ωB97M-V with the def2-TZVPD basis set", "s_squared": 0.77, "homo_energy_ha": [-0.1549, -0.1559], "total_energy_ha": -2417.71993, "multiplicity": 2, "total_charge": -1, "e_lumo_ev": [2.66, 2.77], "symbols": ["Ru", "O", "C", "C", "C", "C", "C", "C", "C", "N", "C", "C", "N", "C", "C", "C", "C", "C", "C", "C", "O", "H", "H", "H", "H", "H", "H", "H", "H", "H", "H", "H", "H", "H", "H", "O", "C", "O", "C", "C", "C", "C", "C", "C", "S", "H", "H", "H", "H", "C", "N", "C", "S", "N", "C", "H", "H", "H", "H", "H", "H", "H", "H"], "positions_angstrom": [[0.775951, 0.430749, -0.226295], [1.289350, -0.998035, 1.392152], [1.457497, -0.807667, 2.644834], [2.176930, -1.765516, 3.414968], [2.387026, -1.605163, 4.760007], [1.909345, -0.469162, 5.446346], [1.213092, 0.470028, 4.724633], [0.967395, 0.322959, 3.346776], [0.203800, 1.356834, 2.694435], [-0.136641, 1.420676, 1.465192], [-0.977611, 2.535110, 1.046256], [-2.027083, 1.980603, 0.134458], [-1.407246, 1.044607, -0.776932], [-1.938801, 0.894772, -1.925000], [-1.601696, -0.146482, -2.854866], [-2.229845, -0.164011, -4.110309], [-1.962504, -1.142038, -5.039408], [-1.024866, -2.136332, -4.696510], [-0.410923, -2.151127, -3.467055], [-0.686219, -1.164001, -2.479904], [-0.141903, -1.254540, -1.316839], [2.554544, -2.635096, 2.887649], [2.936386, -2.365456, 5.305649], [2.092124, -0.337711, 6.504891], [0.846478, 1.368190, 5.217640], [-0.146401, 2.155204, 3.351838], [-0.360030, 3.250941, 0.515214], [-1.453088, 3.039777, 1.891593], [-2.564949, 2.785701, -0.376807], [-2.749956, 1.418878, 0.733517], [-2.750873, 1.567152, -2.227779], [-2.938186, 0.628621, -4.339056], [-2.449667, -1.143104, -6.006789], [-0.778877, -2.907820, -5.419982], [0.308838, -2.919080, -3.204989], [3.122936, 0.042285, -3.773304], [2.165245, 0.367558, -3.062348], [2.013414, -0.039177, -1.853389], [1.134285, 1.286709, -3.648434], [0.719124, 1.107641, -4.960399], [-0.183012, 1.982636, -5.543266], [-0.663986, 3.061620, -4.808449], [-0.255070, 3.240645, -3.491155], [0.645285, 2.349241, -2.896608], [1.223342, 2.601188, -1.248683], [1.109561, 0.262340, -5.512987], [-0.506043, 1.829761, -6.565615], [-1.361626, 3.762283, -5.256017], [-0.621705, 4.077216, -2.905280], [5.516104, 1.172277, -2.059312], [4.692356, 1.532104, -0.900597], [3.988578, 0.766672, -0.067276], [2.976491, 1.538213, 1.112715], [4.098094, -0.563786, 0.006261], [4.717549, -1.486805, -0.944426], [5.766717, 2.100614, -2.565549], [4.982853, 0.536651, -2.759055], [6.446372, 0.698155, -1.749784], [4.363261, 2.483191, -0.866451], [3.350584, -0.954805, 0.567905], [5.787574, -1.306827, -1.022106], [4.251290, -1.426663, -1.927503], [4.572741, -2.490595, -0.548116]], "forces_ev_per_a": [[1.0, 2.8, 0.7], [0.1, -0.8, -0.7], [-0.2, -0.1, -0.2], [0.0, -0.1, 0.1], [0.0, 0.2, 0.1], [0.0, -0.1, -0.1], [0.0, 0.0, -0.1], [0.0, 0.3, 0.1], [-0.2, -0.3, 0.2], [0.3, -0.2, -0.2], [0.1, 0.1, 0.4], [-0.2, -0.2, -0.1], [0.0, 0.0, -0.3], [-0.2, -0.2, -0.1], [-0.1, 0.3, -0.1], [0.0, 0.0, 0.1], [0.1, -0.1, 0.1], [-0.1, 0.1, 0.0], [0.0, -0.1, -0.2], [0.2, -0.3, 0.4], [-0.4, 0.0, 0.0], [0.0, 0.0, 0.0], [0.0, 0.0, 0.0], [0.0, 0.0, 0.0], [0.0, -0.1, 0.0], [-0.1, 0.0, 0.1], [0.0, 0.1, -0.1], [0.1, -0.1, 0.2], [0.0, 0.0, -0.1], [-0.1, 0.0, 0.0], [-0.1, 0.0, 0.0], [0.0, 0.0, 0.0], [0.0, 0.0, 0.0], [0.0, 0.0, 0.0], [0.0, 0.1, 0.0], [0.0, -0.1, 0.1], [-0.1, -0.2, 0.3], [0.5, -0.4, 0.0], [0.0, -0.1, -0.1], [0.0, 0.0, -0.1], [0.0, 0.1, 0.0], [0.1, 0.0, 0.1], [0.0, -0.1, -0.1], [-0.1, 0.4, 0.1], [-0.4, -0.4, -0.4], [0.0, 0.0, 0.0], [0.0, 0.0, 0.0], [0.0, 0.0, 0.0], [0.0, 0.0, 0.0], [0.0, 0.0, 0.2], [-0.1, 0.0, -0.1], [0.3, -0.4, 0.4], [-0.3, -0.3, -0.8], [0.1, 0.1, -0.2], [-0.2, 0.1, 0.0], [0.0, 0.0, 0.0], [-0.1, 0.0, 0.0], [0.0, 0.0, 0.1], [0.0, 0.1, 0.0], [0.0, -0.1, 0.1], [0.0, 0.0, 0.0], [-0.1, 0.0, 0.0], [0.0, 0.0, 0.0]], "mulliken_spin": [0.9419, 0.0118, 0.0028, -0.0022, 0.0048, -0.0009, 0.0033, 0.0043, 0.0007, -0.0132, 0.0075, 0.0002, 0.0658, 0.0089, 0.0009, 0.0030, 0.0027, 0.0044, 0.0030, 0.0122, 0.0356, 0.0002, 0.0001, 0.0000, 0.0004, -0.0026, 0.0013, -0.0001, -0.0006, 0.0010, -0.0027, 0.0019, 0.0002, -0.0002, -0.0012, 0.0019, 0.0020, -0.0286, 0.0002, 0.0003, -0.0024, 0.0023, 0.0010, 0.0071, -0.0486, -0.0005, 0.0005, -0.0001, 0.0023, -0.0001, -0.0010, 0.0151, -0.0419, 0.0011, -0.0004, 0.0000, -0.0001, 0.0000, 0.0005, -0.0059, -0.0001, 0.0002, 0.0001]}

=====

No. 2
{"formula": "C26H26N7S2Tc", "method": "ωB97M-V with the def2-TZVPD basis set", "s_squared": 3.79, "homo_energy_ha": [-0.6178, -0.6168], "total_energy_ha": -2265.96555, "multiplicity": 4, "total_charge": 3, "e_lumo_ev": [-9.23, -10.93], "symbols": ["Tc", "C", "N", "C", "C", "C", "C", "C", "C", "N", "C", "C", "C", "C", "C", "C", "N", "C", "C", "C", "C", "C", "N", "H", "H", "H", "H", "H", "H", "H", "H", "H", "H", "H", "H", "H", "H", "H", "H", "H", "H", "C", "S", "C", "S", "N", "N", "C", "C", "C", "C", "C", "C", "N", "H", "H", "H", "H", "H", "H", "H", "H"], "positions_angstrom": [[0.033405, -0.552491, -0.053829], [-2.786548, 0.168452, 0.757443], [-1.882891, -1.024849, 0.806082], [-1.612261, -1.472585, 2.209359], [-0.499823, -0.688352, 2.836638], [-0.437212, -0.451642, 4.192962], [0.679546, 0.186769, 4.717372], [1.692610, 0.581210, 3.858524], [1.560700, 0.331064, 2.507948], [0.490414, -0.303487, 1.999754], [-2.529238, -2.128374, 0.034932], [-2.245913, -1.974383, -1.431333], [-3.053432, -2.546034, -2.392630], [-2.624569, -2.555659, -3.713051], [-1.387624, -2.006143, -4.019848], [-0.648798, -1.419175, -3.015929], [-1.080053, -1.364330, -1.741734], [-2.039871, 1.456524, 0.927600], [-2.621474, 2.574238, 1.496472], [-1.895885, 3.755597, 1.538835], [-0.608647, 3.774491, 1.018288], [-0.096308, 2.616573, 0.470903], [-0.800615, 1.475631, 0.413238], [-3.575102, 0.057020, 1.503442], [-3.264477, 0.173126, -0.225304], [-1.291427, -2.515240, 2.160045], [-2.525777, -1.429939, 2.804241], [-1.246602, -0.772468, 4.835074], [0.752730, 0.374713, 5.780483], [2.576849, 1.084125, 4.223564], [2.327697, 0.633574, 1.810936], [-3.599146, -2.164819, 0.246648], [-2.096624, -3.074418, 0.365753], [-3.991815, -3.002946, -2.107622], [-3.235768, -3.005601, -4.484329], [-0.994506, -2.029952, -5.026294], [0.315253, -0.980490, -3.218331], [-3.625889, 2.521945, 1.895331], [-2.326510, 4.646722, 1.976283], [-0.006388, 4.671719, 1.039679], [0.906726, 2.591165, 0.065929], [5.024426, -2.888238, 1.389346], [3.337202, -3.521798, 1.372803], [2.497579, -2.292751, 0.529432], [0.852489, -2.739248, 0.043005], [3.010228, -1.152057, 0.208139], [2.120445, -0.332378, -0.478152], [2.673534, 0.489790, -1.300246], [1.860956, 1.353005, -2.136938], [2.421506, 2.324210, -2.951800], [1.565004, 3.103026, -3.724444], [0.202802, 2.873778, -3.648581], [-0.268768, 1.870916, -2.804128], [0.539221, 1.120996, -2.067076], [5.612042, -3.660599, 1.881504], [5.080130, -1.962623, 1.955160], [5.380108, -2.745478, 0.372720], [3.757436, 0.491926, -1.374856], [3.493667, 2.467070, -2.983382], [1.959865, 3.871326, -4.375706], [-0.493491, 3.453868, -4.238416], [-1.331118, 1.663973, -2.731909]], "forces_ev_per_a": [[0.3, -0.3, -0.3], [0.0, 0.0, 0.0], [0.0, -0.1, 0.0], [0.0, 0.0, 0.0], [0.0, 0.0, -0.1], [0.0, 0.0, 0.0], [0.0, 0.0, 0.0], [0.0, 0.0, 0.0], [0.0, 0.0, 0.0], [0.0, 0.1, 0.2], [0.0, 0.0, 0.0], [0.0, 0.0, 0.1], [0.0, 0.0, 0.0], [0.0, 0.0, 0.0], [0.0, 0.0, 0.0], [0.0, 0.1, 0.0], [-0.1, 0.0, 0.1], [0.0, 0.0, 0.0], [0.0, 0.0, 0.0], [0.0, 0.0, 0.0], [0.0, 0.0, 0.0], [0.0, 0.0, 0.0], [-0.1, 0.0, 0.0], [0.0, 0.0, 0.0], [0.0, 0.0, 0.0], [0.0, 0.0, 0.0], [0.0, 0.0, 0.0], [0.0, 0.0, 0.0], [0.0, 0.0, 0.0], [0.0, 0.0, 0.0], [0.0, 0.0, 0.0], [0.0, 0.0, 0.0], [0.0, 0.0, 0.0], [0.0, 0.0, 0.0], [0.0, 0.0, 0.0], [0.0, 0.0, 0.0], [0.0, 0.0, 0.0], [0.0, 0.0, 0.0], [0.0, 0.0, 0.0], [0.0, 0.0, 0.0], [0.0, 0.0, 0.0], [0.0, 0.1, 0.0], [0.0, -0.1, -0.1], [0.0, 0.0, 0.1], [-0.2, 0.2, 0.1], [0.0, 0.0, 0.0], [-0.1, 0.0, 0.0], [0.0, 0.0, 0.0], [-0.1, 0.0, -0.1], [0.0, 0.0, 0.0], [0.0, 0.0, 0.0], [0.0, 0.0, 0.0], [0.0, 0.0, 0.0], [0.0, 0.1, 0.1], [0.0, 0.0, 0.0], [0.0, 0.0, 0.0], [0.0, 0.0, 0.0], [0.0, 0.0, 0.0], [0.0, 0.0, 0.0], [0.0, 0.0, 0.0], [0.0, 0.0, 0.0], [0.0, 0.0, 0.0]], "mulliken_spin": [2.7632, -0.0254, -0.0743, -0.0068, 0.0223, -0.0073, 0.0088, -0.0009, 0.0332, -0.0265, 0.0005, 0.0310, -0.0002, 0.0135, -0.0029, 0.0237, -0.0306, 0.0518, 0.0023, 0.0083, -0.0013, 0.0107, -0.0405, 0.0002, -0.0046, -0.0017, 0.0001, 0.0003, -0.0002, -0.0001, -0.0037, 0.0018, -0.0008, 0.0001, 0.0001, 0.0008, 0.0095, 0.0006, -0.0001, 0.0003, -0.0009, -0.0008, -0.0033, 0.0118, 0.0854, 0.0310, -0.0572, 0.1068, -0.0081, 0.0213, -0.0075, 0.0193, 0.0174, 0.0307, 0.0001, 0.0000, 0.0000, -0.0081, 0.0012, 0.0003, 0.0010, 0.0042]}

=====

No. 3
{"formula": "C26H26NO2PdS2Te", "method": "ωB97M-V with the def2-TZVPD basis set", "s_squared": 6.06, "homo_energy_ha": [-0.3975, -0.4004], "total_energy_ha": -2403.62381, "multiplicity": 5, "total_charge": 1, "e_lumo_ev": [-3.01, -6.30], "symbols": ["Pd", "S", "C", "N", "C", "C", "C", "C", "C", "C", "S", "H", "H", "H", "H", "C", "C", "C", "C", "C", "C", "Te", "C", "C", "C", "H", "H", "H", "H", "H", "H", "H", "H", "H", "H", "H", "C", "C", "C", "C", "C", "C", "C", "C", "C", "C", "O", "O", "H", "H", "H", "H", "H", "H", "H", "H", "H", "H", "H"], "positions_angstrom": [[0.288491, 0.329508, -1.327406], [-0.954192, -1.874684, -0.478737], [0.273375, -1.696157, 0.621293], [1.274303, -0.800647, 0.407789], [2.113257, -0.733295, 1.449117], [3.235907, 0.125569, 1.542595], [4.001877, 0.068048, 2.668034], [3.689557, -0.828559, 3.720784], [2.605308, -1.671935, 3.662267], [1.808828, -1.622525, 2.518519], [0.396387, -2.519380, 2.146585], [3.454356, 0.809221, 0.734717], [4.862317, 0.712872, 2.773277], [4.323510, -0.845331, 4.595818], [2.380726, -2.346494, 4.473732], [1.552851, -3.027503, -7.664728], [1.720683, -2.093071, -6.505550], [2.887587, -2.090568, -5.750583], [3.066571, -1.216837, -4.688470], [4.354113, -1.247765, -3.919566], [2.020439, -0.335568, -4.372579], [2.324453, 0.977915, -2.786178], [0.831813, -0.300777, -5.124122], [-0.293546, 0.648610, -4.848924], [0.713974, -1.190718, -6.181040], [2.308105, -3.809897, -7.658163], [1.641774, -2.482904, -8.605773], [0.570434, -3.496204, -7.648700], [3.679252, -2.785631, -5.996134], [4.979626, -2.070646, -4.260050], [4.190433, -1.386939, -2.848751], [4.925221, -0.325949, -4.056588], [-0.877775, 0.348162, -3.967649], [-0.975561, 0.675773, -5.696656], [0.049884, 1.669896, -4.671940], [-0.191994, -1.176137, -6.772637], [-3.433969, 7.661649, -0.420773], [-2.787172, 6.318617, -0.577811], [-2.767856, 5.407818, 0.473438], [-2.166367, 4.162316, 0.346593], [-2.162512, 3.202918, 1.504935], [-1.593840, 3.827816, -0.883814], [-1.611991, 4.714454, -1.963792], [-0.987471, 4.352634, -3.280732], [-2.200463, 5.955287, -1.786162], [-0.938575, 2.510254, -1.053258], [-1.363768, 1.653015, -1.873512], [0.103242, 2.222503, -0.374299], [-3.688045, 7.854625, 0.619171], [-4.350739, 7.723281, -1.008103], [-2.770703, 8.456980, -0.761607], [-3.222170, 5.672707, 1.418607], [-2.645822, 3.650136, 2.370455], [-1.147178, 2.924700, 1.783399], [-2.703707, 2.287777, 1.257081], [0.073552, 4.108594, -3.160688], [-1.056033, 5.184242, -3.977536], [-1.477530, 3.487928, -3.725557], [-2.204944, 6.655610, -2.611508]], "forces_ev_per_a": [[0.0, -0.2, 0.4], [-0.1, -0.2, -0.1], [0.4, 0.2, 0.1], [-0.5, -0.2, 0.0], [0.3, 0.1, 0.0], [-0.1, 0.0, 0.0], [0.0, 0.0, 0.0], [0.0, 0.0, 0.0], [-0.1, 0.0, -0.1], [0.0, 0.0, 0.0], [-0.1, -0.1, 0.1], [0.0, 0.0, 0.0], [0.0, 0.0, 0.0], [0.0, 0.0, 0.0], [0.0, 0.0, 0.0], [0.0, 0.0, 0.0], [0.0, 0.0, 0.0], [-0.1, 0.1, 0.0], [-0.1, -0.1, -0.1], [0.1, 0.0, 0.1], [0.0, 0.0, -0.1], [0.0, 0.2, -0.1], [0.1, -0.1, 0.0], [-0.2, 0.0, 0.2], [0.0, 0.0, 0.1], [0.0, 0.0, 0.0], [0.0, 0.0, 0.0], [0.0, 0.0, 0.0], [0.1, 0.0, 0.0], [0.0, 0.0, 0.0], [0.0, 0.0, 0.0], [0.0, 0.0, 0.0], [0.1, 0.1, -0.2], [0.0, 0.0, 0.0], [0.0, 0.0, 0.0], [-0.1, 0.0, 0.0], [0.0, 0.1, 0.0], [0.0, -0.1, 0.1], [0.1, 0.0, -0.2], [0.0, 0.0, -0.1], [0.0, 0.0, 0.0], [-0.1, 0.0, 0.1], [0.0, 0.0, 0.1], [0.1, 0.0, -0.1], [0.0, 0.0, 0.1], [0.1, 0.1, 0.1], [-0.1, 0.0, -0.3], [0.1, 0.3, 0.1], [0.0, 0.0, 0.0], [0.0, 0.0, 0.0], [0.0, 0.0, 0.0], [0.0, 0.0, 0.1], [0.0, 0.0, 0.0], [0.0, 0.0, 0.0], [0.0, 0.0, 0.0], [0.0, 0.0, 0.0], [0.0, 0.0, 0.0], [0.0, 0.0, 0.0], [0.0, 0.1, 0.0]], "mulliken_spin": [1.1534, 0.5635, -0.0780, 0.2482, 0.0532, 0.0649, 0.0006, 0.1493, -0.0690, 0.1571, 0.0143, -0.0075, 0.0014, 0.0073, -0.0008, -0.0027, 0.0534, -0.0077, -0.0339, 0.0468, 0.0134, 1.2788, -0.0575, 0.0585, -0.0079, 0.0001, 0.0050, 0.0029, 0.0013, 0.0054, -0.0076, -0.0036, -0.0111, 0.0021, -0.0069, 0.0002, -0.0003, 0.0075, -0.0044, 0.0049, 0.0004, -0.0079, 0.0008, 0.0057, -0.0016, 0.0308, 0.1384, 0.2295, 0.0000, 0.0006, 0.0004, 0.0002, 0.0003, -0.0012, 0.0007, 0.0057, 0.0023, -0.0002, 0.0003]}

=====

What are the ΔE to the lowest compared entry with this formula, charge and spin values for these records? In order: 1.677 0.000 0.000 eV.